# 1
ORCA calculation (wB97M-V/def2-TZVPD) on a structure of composition C40H59BN10O3V in a non-equilibrium geometry.

Each line ends with the Mulliken spin population.
Element x y z (Å)
V  1.1766  0.8773  0.7655  1.901
C  -3.7733  -0.6119  2.2364  0.000
C  -2.3102  -0.8831  2.1494  0.012
C  -1.6443  -2.0661  2.3842  0.003
C  -0.2976  -1.8286  2.0990  0.031
N  -0.1453  -0.5332  1.7503  0.007
N  -1.3954  0.0237  1.7818  0.007
B  -1.6601  1.4925  1.4227  -0.064
N  -1.3433  1.7993  -0.0641  0.008
N  -0.0655  1.8727  -0.5645  0.032
C  -0.1462  2.3759  -1.8064  0.009
C  -1.4920  2.5957  -2.1108  0.004
C  -2.2154  2.2185  -0.9942  0.014
C  -3.6939  2.2288  -0.8016  0.001
C  1.0325  2.7478  -2.6843  0.009
C  1.8609  3.8289  -1.9766  0.004
C  1.9202  1.5386  -2.9916  0.010
C  0.5130  3.3144  -4.0098  0.000
N  -0.8364  2.4087  2.3225  -0.011
N  0.5143  2.5549  2.1696  -0.018
C  0.8775  3.5452  3.0096  0.022
C  -0.2487  3.9867  3.7171  0.007
C  -1.3133  3.2543  3.2508  0.008
C  -2.7504  3.3346  3.6439  0.000
C  2.2553  4.1561  3.2090  0.001
C  2.8943  3.5758  4.4807  0.000
C  3.1834  3.9597  2.0109  0.015
C  2.0864  5.6715  3.4182  0.000
C  0.7482  -2.9255  2.2408  0.000
C  1.0267  -3.1020  3.7447  0.001
C  0.1650  -4.2389  1.6939  0.000
C  2.0590  -2.6729  1.4927  0.007
H  -4.2862  -1.5128  2.5670  0.000
H  -3.9989  0.1901  2.9387  0.001
H  -4.1643  -0.3339  1.2575  0.000
H  -2.0909  -2.9920  2.7049  0.000
H  -2.8166  1.6938  1.5848  0.001
H  -1.8968  2.9941  -3.0245  0.000
H  -4.1750  2.5624  -1.7187  0.000
H  -4.0499  1.2247  -0.5691  0.000
H  -3.9922  2.8985  0.0050  0.001
H  2.2360  3.4630  -1.0215  0.001
H  2.7222  4.0957  -2.5935  0.000
H  1.2646  4.7290  -1.8072  0.000
H  2.4858  1.2367  -2.1150  0.000
H  1.3288  0.6951  -3.3620  -0.001
H  2.6484  1.8091  -3.7591  0.000
H  -0.1015  4.2035  -3.8562  0.000
H  1.3618  3.6010  -4.6317  0.000
H  -0.0720  2.5748  -4.5619  0.000
H  -0.2914  4.7626  4.4624  0.000
H  -2.8684  4.0660  4.4403  0.000
H  -3.3779  3.6379  2.8050  0.000
H  -3.1165  2.3732  4.0070  0.000
H  3.0361  2.4915  4.4251  -0.001
H  3.8761  4.0269  4.6430  0.000
H  2.2754  3.7806  5.3562  0.000
H  3.7187  3.0158  2.0672  -0.002
H  2.6391  3.9797  1.0678  -0.007
H  3.9317  4.7531  1.9935  0.000
H  1.4793  5.9050  4.2920  0.000
H  3.0681  6.1229  3.5697  0.000
H  1.6266  6.1374  2.5439  0.000
H  0.1035  -3.2777  4.2979  0.000
H  1.6960  -3.9493  3.9073  0.000
H  1.5027  -2.2102  4.1660  0.000
H  -0.7121  -4.5716  2.2494  0.000
H  -0.1132  -4.1243  0.6425  0.000
H  0.9206  -5.0244  1.7644  0.000
H  2.2636  -1.6178  1.3769  -0.009
H  2.8922  -3.1333  2.0295  0.000
H  2.0320  -3.1137  0.4947  0.000
N  2.5366  0.4241  2.5086  -0.006
C  3.9701  0.0483  2.4127  0.010
C  4.8229  0.8097  1.3908  -0.007
C  4.1184  1.2936  0.1362  -0.007
O  4.6941  1.4809  -0.9059  0.010
O  2.8535  1.5763  0.3398  0.052
H  2.4585  1.3841  2.8336  -0.016
H  2.1075  -0.1462  3.2320  0.014
H  4.0026  -1.0102  2.1651  0.001
H  4.4420  0.1431  3.3923  -0.001
H  5.6559  0.1741  1.0986  0.000
H  5.2812  1.6960  1.8327  0.001
C  -3.5857  -7.1468  -6.2491  0.000
C  -3.5795  -5.9907  -5.2869  0.000
C  -2.8710  -6.0495  -4.0912  0.000
C  -2.8980  -4.9967  -3.1864  0.000
C  -3.6122  -3.8428  -3.4851  0.000
N  -3.6492  -2.7545  -2.5693  0.000
C  -2.5889  -2.0831  -2.0294  0.000
O  -2.7394  -1.2202  -1.1782  0.000
N  -1.3610  -2.4424  -2.5578  -0.001
C  -0.0998  -2.0175  -2.1434  -0.017
C  1.0323  -2.5594  -2.7548  0.008
C  2.2854  -2.1349  -2.3609  -0.003
C  2.3930  -1.1882  -1.3588  0.042
N  1.3205  -0.6750  -0.7612  -0.130
C  0.0972  -1.0661  -1.1498  -0.017
C  -4.3197  -3.7668  -4.6792  0.000
C  -4.3097  -4.8352  -5.5595  0.000
H  -2.7725  -7.8412  -6.0411  0.000
H  -3.4855  -6.8026  -7.2791  0.000
H  -4.5240  -7.7014  -6.1795  0.000
H  -2.3060  -6.9427  -3.8491  0.000
H  -2.3813  -5.0788  -2.2362  0.000
H  -4.5402  -2.3711  -2.3011  0.000
H  -1.3765  -3.1271  -3.2982  0.001
H  0.9267  -3.2999  -3.5400  0.000
H  3.1772  -2.5280  -2.8291  0.000
H  3.3579  -0.8210  -1.0364  0.002
H  -0.7578  -0.6230  -0.6751  0.061
H  -4.8721  -2.8647  -4.9145  0.000
H  -4.8704  -4.7653  -6.4851  0.000

The value obtained for the orbital gap (alpha / beta) is 8.069 / 8.583 eV. The value obtained for the HOMO energy (alpha / beta) is -10.98 / -10.99 eV. The relative energy (zero: lowest compared OMol25 entry of this formula, charge and spin) comes out at 0.0 kJ/mol. The calculation puts the lowest unoccupied orbital energy (alpha / beta) at -2.91 / -2.40 eV. The calculation puts the electronic energy at -3301.8655 Ha. Its multiplicity is 3. Its strongest force on any atom is 1.1 eV/Å. As for the charge: +1.



# 2
ORCA calculation (wB97M-V/def2-TZVPD) on a structure of composition C40H59BrN5O8P2Ti in a non-equilibrium geometry.

Each line ends with the Mulliken spin population.
Element x y z (Å)
Ti  -0.5518  0.1965  -1.0987  1.413
C  -0.8053  0.7243  3.9549  -0.004
C  0.6364  0.2569  3.8847  0.002
C  1.1402  -0.2829  5.1939  0.000
O  0.6671  -0.9026  2.9191  -0.009
P  1.2357  -1.0863  1.4638  0.010
O  0.7208  -0.1329  0.3370  0.108
C  0.8900  -2.7913  0.9324  0.015
P  -0.9360  -2.9323  0.5730  0.000
O  -1.3491  -1.8649  -0.3448  0.022
O  -1.7382  -2.7647  1.9597  -0.005
C  -1.9829  -3.8960  2.8835  0.000
C  -1.7062  -3.3791  4.2592  0.000
C  -3.4127  -4.3523  2.6079  0.001
O  -1.1723  -4.3885  0.1306  0.000
C  -0.9915  -5.6214  -0.6574  0.000
C  -0.6402  -5.2392  -2.0731  0.003
C  -0.0476  -6.5609  0.0355  0.000
O  2.7686  -0.7981  1.4658  -0.002
C  3.7556  -1.1656  2.5436  0.000
C  4.5947  0.0780  2.6451  0.001
C  4.4900  -2.4120  2.1135  0.000
H  -0.9521  1.2779  4.9283  0.000
H  -1.5018  -0.1267  3.9459  0.002
H  -1.1482  1.3818  3.1463  0.003
H  1.3081  1.0096  3.4729  0.000
H  0.5631  -1.1241  5.5475  0.000
H  1.0525  0.5407  5.9034  0.000
H  2.2006  -0.5767  5.1709  0.000
H  1.2095  -3.5366  1.6767  0.000
H  1.3691  -2.9959  -0.0375  -0.006
H  -1.3031  -4.7222  2.6365  0.000
H  -2.4220  -2.6450  4.5646  0.000
H  -0.6924  -2.9332  4.2997  0.000
H  -1.7624  -4.1825  4.9929  0.000
H  -4.0752  -3.5337  2.8369  0.000
H  -3.7240  -5.2166  3.1943  0.000
H  -3.5794  -4.6017  1.5475  0.000
H  -2.0156  -6.0742  -0.5807  0.000
H  0.2936  -4.6412  -2.1197  -0.001
H  -1.4408  -4.6920  -2.5581  0.000
H  -0.4151  -6.1480  -2.6281  0.000
H  0.9836  -6.1327  -0.0047  0.000
H  -0.0029  -7.4889  -0.5406  0.000
H  -0.3152  -6.7935  1.0583  0.000
H  3.1962  -1.4162  3.4704  0.000
H  5.2426  0.1492  1.7633  0.000
H  5.1920  -0.0075  3.5435  0.000
H  3.9902  1.0006  2.7697  0.000
H  4.8514  -2.2859  1.0886  0.000
H  3.8400  -3.3230  2.0764  0.000
H  5.2986  -2.6521  2.8328  0.000
C  0.3571  3.3753  -4.8439  0.001
C  0.4628  3.7583  -3.3962  0.029
C  1.7387  3.4193  -2.7004  -0.018
C  2.7167  4.4048  -2.5652  0.003
C  3.9527  4.0345  -2.0052  -0.001
C  4.2720  2.7021  -1.8003  0.003
C  3.3235  1.6734  -1.9803  0.003
C  3.7305  0.1901  -1.9598  0.006
C  4.8878  -0.0429  -2.9369  0.002
C  2.0220  2.0911  -2.3269  0.037
N  0.9517  1.1052  -2.3980  -0.018
C  0.8788  0.5147  -3.5799  -0.013
C  -0.0538  -0.4893  -3.8087  0.039
C  -0.3512  -1.3733  -4.8941  0.070
C  -1.2667  -2.3226  -4.4090  -0.024
C  -1.6088  -1.9887  -3.1322  0.077
N  -0.9164  -0.8488  -2.7384  -0.004
H  -0.2478  4.1013  -5.4224  0.000
H  -0.1392  2.3849  -4.9626  0.001
H  1.3511  3.3753  -5.3340  0.000
H  0.2402  4.8419  -3.2894  0.001
H  -0.3093  3.2587  -2.7805  0.028
H  2.5224  5.4097  -2.9062  0.000
H  4.6625  4.8345  -1.7180  0.000
H  5.2189  2.4032  -1.3747  0.000
H  2.8826  -0.4476  -2.2619  0.001
H  3.9687  -0.1648  -0.9555  0.005
H  4.8936  0.6778  -3.7642  0.000
H  4.8367  -1.0734  -3.3567  0.000
H  5.8623  0.0738  -2.4850  0.000
H  1.6579  0.6820  -4.3159  0.014
H  0.2103  -1.3702  -5.8271  0.002
H  -1.6430  -3.1132  -5.0522  0.001
H  -2.2577  -2.4945  -2.4456  0.006
O  -4.0263  4.5015  -0.9698  -0.001
C  -3.5294  5.7060  -0.3900  0.000
N  -3.4308  5.6696  1.0768  0.000
C  -2.6057  4.8847  1.9089  -0.001
O  -2.7960  5.0155  3.1097  -0.001
C  -1.4602  4.0355  1.3865  -0.002
C  -0.2811  4.1136  2.1422  0.031
C  0.7874  3.3214  1.7669  -0.009
C  0.6629  2.4650  0.6689  0.080
N  -0.5026  2.2481  0.0517  -0.042
C  -1.5646  3.0707  0.3772  0.078
H  -4.1497  4.6863  -1.9084  0.000
H  -4.2169  6.5515  -0.5597  0.000
H  -2.5313  5.9771  -0.7372  0.000
H  -4.1707  6.1288  1.5637  0.000
H  -0.1997  4.8266  2.9698  0.001
H  1.7437  3.3025  2.3268  -0.002
H  1.5355  1.9015  0.3392  -0.011
H  -2.4880  2.9600  -0.1852  0.006
Br  -7.1899  0.4458  -0.8484  0.003
C  -5.3300  0.6727  -0.8452  0.036
C  -4.6557  0.3427  0.3858  -0.009
C  -3.2895  0.2453  0.3271  0.076
N  -2.6111  0.5801  -0.7769  -0.148
C  -3.2097  0.8992  -1.9266  0.147
C  -4.5926  1.0544  -2.0046  0.016
H  -5.2151  0.1933  1.3451  0.000
H  -2.7166  -0.1321  1.1501  -0.008
H  -2.5655  1.1037  -2.7645  -0.037
H  -5.0146  1.4521  -2.9791  -0.001

The value obtained for the orbital gap (alpha / beta) is 5.349 / 7.787 eV. The value obtained for the HOMO energy (alpha / beta) is -7.12 / -9.56 eV. The calculation puts the lowest unoccupied orbital energy (alpha / beta) at -1.77 / -1.77 eV. The calculation puts the electronic energy at -6541.5405 Ha. Its multiplicity is 3. Its strongest force on any atom is 5.4 eV/Å. As for the charge: +1.